Entry 1:
{"formula": "H2O3P2", "method": "wB97M-V/def2-TZVPD", "lumo_energy_ev": 7.132, "orbital_gap_ev": 6.5, "de_lowest_kj_mol": 117.8, "total_energy_ha": -909.58080, "total_charge": -2, "species": ["O", "O", "O", "P", "P", "H", "H"], "xyz": [[0.97324, 0.67099, 1.51928], [-2.36444, 1.15775, -0.50854], [1.50534, 0.72773, -0.93143], [0.64508, -1.93773, -0.23388], [0.73451, 0.13925, 0.16685], [-1.61883, 1.59566, -1.07602], [0.12511, -2.35365, 1.06374]], "forces_ev_per_a": [[-0.95, 0.33, 0.99], [2.16, 1.21, -1.44], [-0.09, 1.15, -1.73], [-0.63, -0.31, 0.59], [1.38, -1.57, 0.65], [-2.00, -1.13, 1.45], [0.13, 0.33, -0.51]]}

Entry 2:
{"formula": "C39H85B2F5NO13P2", "method": "wB97M-V/def2-TZVPD", "lumo_energy_ev": 1.777, "orbital_gap_ev": 5.9, "total_energy_ha": -3801.70001, "total_charge": -1, "species": ["C", "C", "B", "O", "B", "C", "C", "C", "N", "C", "C", "O", "C", "P", "P", "O", "O", "O", "C", "C", "F", "F", "C", "F", "F", "F", "O", "H", "H", "H", "H", "H", "H", "H", "H", "H", "H", "H", "H", "H", "H", "H", "C", "C", "O", "C", "C", "H", "H", "H", "H", "H", "H", "H", "H", "H", "H", "C", "C", "O", "C", "C", "H", "H", "H", "H", "H", "H", "H", "H", "H", "H", "C", "C", "O", "C", "C", "H", "H", "H", "H", "H", "H", "H", "H", "H", "H", "C", "C", "O", "C", "C", "H", "H", "H", "H", "H", "H", "H", "H", "H", "H", "C", "C", "O", "C", "C", "H", "H", "H", "H", "H", "H", "H", "H", "H", "H", "C", "C", "O", "C", "C", "H", "H", "H", "H", "H", "H", "H", "H", "H", "H", "C", "C", "O", "C", "C", "H", "H", "H", "H", "H", "H", "H", "H", "H", "H"], "xyz": [[-4.68794, 2.91257, 0.02870], [-3.63532, 3.25040, 1.12461], [-2.90642, 4.62101, 0.72912], [-3.69056, 5.73303, 0.31375], [-1.17882, 4.83893, 0.72315], [-0.90249, 4.97836, -0.84246], [-0.74064, 6.18495, -1.46766], [-0.55819, 6.19635, -2.80181], [-0.53072, 5.15105, -3.59104], [-0.66734, 4.00867, -2.96120], [-0.85757, 3.85774, -1.63370], [-0.53254, 3.68261, 1.42125], [-0.73021, 3.95877, 2.72495], [0.49986, 3.03910, 3.79131], [0.66456, 1.09224, 2.83023], [1.88139, 1.10000, 2.04407], [-0.55299, 0.75078, 1.83389], [0.66284, -0.08894, 3.93812], [-0.72839, 5.55040, 2.86436], [-1.80617, 6.17368, 3.73897], [-1.98681, 7.44166, 3.33028], [-3.01202, 5.57724, 3.66216], [-1.44825, 6.26526, 5.24165], [-0.22648, 6.66959, 5.48706], [-1.68831, 5.09220, 5.82496], [-2.29137, 7.12146, 5.82600], [-0.70613, 5.98212, 1.57687], [-5.35380, 2.14038, 0.40587], [-4.15919, 2.58319, -0.86130], [-5.25710, 3.79510, -0.24686], [-2.88875, 2.46033, 1.12654], [-4.10777, 3.38981, 2.09705], [-3.89526, 5.55922, -0.61146], [-0.76749, 7.08512, -0.87819], [-0.45361, 7.16604, -3.27712], [-0.65253, 3.11192, -3.56901], [-0.97562, 2.89119, -1.17539], [-1.70403, 3.64605, 3.14569], [-0.09388, 2.73080, 5.04450], [-1.37344, 0.61449, 2.32177], [0.75679, -0.90956, 3.43928], [0.23439, 5.77203, 3.34862], [1.34524, 10.38464, -2.48921], [-0.05987, 10.47547, -3.05930], [-1.07312, 10.52146, -2.07357], [-1.02172, 11.60670, -1.17131], [-1.12331, 12.96951, -1.83762], [1.43816, 9.50906, -1.84547], [2.07487, 10.30484, -3.29614], [1.60246, 11.26145, -1.89222], [-0.25918, 9.58389, -3.65343], [-0.15320, 11.32996, -3.74097], [-0.12123, 11.54374, -0.54979], [-1.86896, 11.47370, -0.49864], [-0.28825, 13.15723, -2.51441], [-1.12549, 13.75889, -1.08460], [-2.04209, 13.04010, -2.42203], [4.18331, 0.80020, -3.75768], [2.90684, 1.50451, -3.33635], [1.73319, 0.73890, -3.53315], [1.62475, -0.49535, -2.83586], [1.67721, -0.36245, -1.32374], [4.12851, 0.50646, -4.80828], [5.04017, 1.46462, -3.62420], [4.36393, -0.09946, -3.17735], [2.77775, 2.40214, -3.94224], [2.96859, 1.84097, -2.29554], [2.38511, -1.20325, -3.19121], [0.65652, -0.91116, -3.12394], [2.63186, 0.03788, -0.98011], [1.53659, -1.33792, -0.85289], [0.89770, 0.31201, -0.96879], [3.83386, -7.08445, -0.49116], [5.12070, -6.98204, -1.28520], [5.98536, -5.96404, -0.83311], [6.43134, -6.06683, 0.50751], [7.20765, -7.33918, 0.80233], [3.29518, -6.13568, -0.50784], [3.19200, -7.85978, -0.91488], [4.01804, -7.33854, 0.55441], [4.88701, -6.73883, -2.32288], [5.64451, -7.94522, -1.30335], [5.58912, -5.95396, 1.19851], [7.07986, -5.20576, 0.67204], [6.59655, -8.23289, 0.66420], [7.56155, -7.33399, 1.83369], [8.06833, -7.42364, 0.13674], [-0.47902, -4.66503, -4.75692], [-0.36454, -4.15727, -3.32993], [-1.42803, -3.31072, -2.93311], [-2.75531, -3.80131, -2.96387], [-3.08782, -5.00578, -2.09156], [-0.55415, -3.82893, -5.45385], [0.39820, -5.25957, -5.01609], [-1.36058, -5.29222, -4.89912], [0.53694, -3.54905, -3.24515], [-0.24612, -4.99242, -2.63013], [-3.04125, -4.00015, -4.00330], [-3.36578, -2.96164, -2.63086], [-2.53395, -5.90335, -2.37236], [-4.15384, -5.22781, -2.17158], [-2.85422, -4.78800, -1.04817], [5.83541, 5.51908, 3.39858], [4.40822, 5.55369, 2.87646], [3.42991, 5.64319, 3.89238], [3.48809, 6.77933, 4.72736], [3.33654, 8.09744, 3.98592], [5.96775, 4.68515, 4.08979], [6.53601, 5.40191, 2.57066], [6.09973, 6.43426, 3.93202], [4.19749, 4.62607, 2.34489], [4.27772, 6.36362, 2.14992], [4.40998, 6.77012, 5.32304], [2.66372, 6.67190, 5.43369], [4.14561, 8.26011, 3.27213], [3.34126, 8.93060, 4.69074], [2.39862, 8.11466, 3.42883], [-1.98367, -10.17168, -0.39046], [-0.74385, -10.00178, -1.24598], [0.08596, -8.93514, -0.83479], [0.54026, -9.04737, 0.50184], [1.33780, -10.31151, 0.77260], [-2.58581, -9.26233, -0.38122], [-2.59849, -10.99041, -0.76581], [-1.71982, -10.39981, 0.64351], [-1.03037, -9.78704, -2.27598], [-0.16840, -10.93456, -1.27323], [-0.30543, -8.95861, 1.19346], [1.18092, -8.18439, 0.68621], [0.74116, -11.21207, 0.61869], [1.69404, -10.32002, 1.80324], [2.19828, -10.36950, 0.10389], [-5.47468, -6.83915, 0.89162], [-5.99642, -7.81875, -0.14732], [-5.60282, -9.17122, 0.02859], [-6.01076, -9.77295, 1.24088], [-7.51593, -9.78521, 1.44620], [-4.38391, -6.84603, 0.91613], [-5.81283, -5.83110, 0.64922], [-5.82292, -7.08389, 1.89592], [-5.62023, -7.51824, -1.12572], [-7.09000, -7.77285, -0.20638], [-5.50576, -9.29996, 2.09070], [-5.64769, -10.80041, 1.19996], [-7.92816, -8.77706, 1.50628], [-7.76677, -10.30302, 2.37264], [-8.00939, -10.29308, 0.61632]], "forces_ev_per_a": [[0.48, 0.05, 0.85], [-0.31, 0.68, -1.58], [0.34, 0.53, 0.82], [0.06, -0.73, -0.17], [-0.98, 0.07, 0.04], [0.53, -0.42, 2.10], [-0.19, 0.42, 1.25], [0.10, 2.06, -1.26], [0.25, 0.01, -0.87], [-0.12, -1.83, -1.45], [-0.20, -0.36, 1.00], [0.61, -0.42, -0.65], [-1.71, -0.06, 1.96], [1.48, 0.37, 0.33], [-0.35, 0.42, -0.39], [1.22, -0.14, -0.73], [-0.24, -0.34, 0.60], [-0.61, 0.37, 0.15], [2.04, -1.41, 0.33], [0.52, 0.23, -0.42], [-0.01, 0.64, -0.02], [-0.44, -0.36, 0.04], [-1.70, -0.09, -0.40], [0.88, 0.05, 0.14], [0.60, -0.76, 0.26], [-0.17, 0.57, 0.28], [-0.34, 0.71, -0.67], [-0.24, -0.17, -0.38], [-0.09, -0.28, -0.17], [-0.29, 0.07, 0.09], [0.09, -0.17, 0.47], [0.01, -0.13, 0.17], [-0.36, 0.33, -0.11], [0.04, 0.34, -0.03], [0.09, 0.10, -0.28], [0.12, -0.09, -0.27], [0.06, -0.38, -0.05], [-0.27, -0.20, -0.61], [-0.60, -0.06, -0.41], [-0.23, 0.11, -0.12], [0.17, -0.23, 0.09], [-0.04, 0.50, 0.04], [0.01, 0.05, 0.13], [0.12, 0.04, -0.04], [-0.20, -0.13, -0.06], [0.07, 0.08, 0.09], [0.05, -0.01, -0.13], [-0.01, -0.03, -0.04], [-0.02, -0.03, -0.02], [0.03, 0.04, -0.07], [-0.13, -0.03, 0.07], [0.07, 0.04, 0.03], [0.03, 0.06, -0.03], [-0.02, -0.12, -0.05], [0.04, 0.03, 0.06], [-0.02, -0.02, 0.02], [-0.02, 0.00, 0.03], [0.00, -0.03, -0.13], [-0.01, 0.04, 0.22], [-0.23, -0.11, -0.24], [0.05, 0.02, 0.10], [0.09, 0.17, -0.04], [0.00, 0.05, 0.00], [-0.05, -0.02, -0.01], [0.06, -0.11, 0.17], [-0.14, -0.03, -0.01], [0.07, -0.06, 0.02], [0.08, 0.03, 0.02], [0.01, 0.13, -0.09], [0.00, -0.05, 0.05], [-0.02, 0.02, -0.04], [0.00, -0.02, 0.04], [-0.11, -0.03, 0.12], [-0.08, -0.18, -0.03], [0.24, 0.28, -0.06], [-0.01, -0.01, 0.07], [-0.05, -0.11, -0.11], [-0.01, -0.01, -0.05], [-0.01, 0.05, -0.02], [0.00, -0.08, -0.02], [0.08, 0.10, 0.03], [-0.04, -0.04, 0.05], [-0.01, -0.08, 0.02], [-0.04, 0.04, -0.13], [-0.02, 0.01, 0.08], [0.01, 0.03, 0.00], [0.01, 0.03, 0.02], [-0.17, 0.01, -0.05], [-0.10, -0.17, -0.07], [0.07, 0.14, 0.39], [-0.12, -0.01, -0.38], [0.45, 0.05, 0.10], [0.05, 0.01, 0.01], [0.01, 0.02, 0.02], [0.02, -0.06, 0.03], [-0.08, 0.08, 0.09], [-0.10, -0.07, 0.01], [-0.06, -0.10, -0.02], [0.07, 0.07, -0.03], [0.00, 0.00, -0.08], [0.02, 0.04, -0.02], [-0.04, -0.02, 0.03], [0.00, 0.07, 0.13], [0.05, 0.01, -0.13], [-0.16, -0.15, 0.11], [0.05, 0.11, 0.02], [0.02, 0.00, -0.12], [-0.01, -0.03, -0.03], [-0.02, -0.02, -0.01], [0.02, 0.03, -0.07], [-0.13, -0.02, 0.07], [0.06, 0.04, 0.02], [0.04, 0.07, -0.04], [-0.03, -0.12, -0.05], [0.04, 0.03, 0.05], [-0.02, -0.02, 0.02], [-0.02, -0.01, 0.03], [-0.04, 0.03, 0.15], [-0.13, -0.22, -0.18], [0.15, 0.15, 0.03], [0.11, 0.11, 0.19], [-0.05, -0.12, -0.06], [-0.03, -0.02, -0.06], [-0.01, 0.03, -0.04], [-0.07, -0.11, -0.02], [0.05, 0.12, 0.01], [-0.04, -0.02, -0.01], [0.07, -0.06, 0.03], [-0.06, 0.08, -0.16], [0.01, 0.01, 0.11], [0.01, 0.04, 0.00], [0.02, 0.03, 0.02], [0.09, -0.27, 0.14], [-0.23, 0.11, -0.11], [0.23, 0.09, -0.10], [-0.03, -0.04, 0.15], [-0.06, 0.10, -0.06], [0.01, 0.03, -0.06], [0.01, -0.02, 0.00], [-0.09, 0.07, 0.00], [0.04, -0.18, -0.04], [0.02, 0.13, 0.03], [-0.06, 0.06, 0.03], [0.07, 0.02, -0.10], [0.01, -0.02, 0.09], [0.02, -0.02, -0.01], [0.01, -0.04, 0.01]]}

Entry 3:
{"formula": "C2H8N2P2", "method": "wB97M-V/def2-TZVPD", "lumo_energy_ev": 0.698, "smiles": "CN1[P@@H]2=[P@@]1(C)N2", "orbital_gap_ev": 8.0, "de_lowest_kj_mol": 10.8, "total_energy_ha": -873.16516, "species": ["C", "N", "P", "P", "C", "N", "H", "H", "H", "H", "H", "H", "H", "H"], "xyz": [[-1.11342, -1.29402, -0.62142], [0.26666, -0.75945, -0.71616], [1.76853, -1.07336, 0.13525], [0.60830, 1.06287, -0.73737], [-0.46996, 1.71342, 0.65651], [2.11387, 0.59942, -0.07688], [-1.61211, -0.97485, 0.22776], [-1.76268, -0.98883, -1.46749], [-0.97994, -2.39705, -0.36117], [2.30275, -1.65341, -0.97508], [-1.42952, 1.55098, 0.33672], [-0.14915, 2.68136, 0.85854], [-0.36385, 1.13379, 1.69998], [2.84796, 1.20635, 0.27112]], "forces_ev_per_a": [[2.19, -1.51, -0.07], [0.08, 2.96, -0.07], [-1.13, -0.35, 1.36], [-1.14, -1.04, -0.37], [3.09, -3.60, 2.67], [-0.43, -0.26, -0.18], [-1.02, 1.14, 1.98], [0.78, -0.77, 0.05], [-0.58, 1.09, -1.29], [1.19, -0.44, -1.06], [-2.60, 0.32, -0.79], [-0.03, 2.03, 0.09], [-0.07, 0.96, -2.26], [-0.33, -0.52, -0.06]]}